117
Properties=species:S:1:pos:R:3:mulliken_spin:R:1 method="wB97M-V/def2-TZVPD" homo_lumo_gap_ev="7.37 / 7.58" lumo_ev="-1.749 / -2.013" fmax_ha_per_bohr=0.060 relative_energy_ev=2.0781 total_charge=+1 multiplicity=4 homo_energy_ev="-9.1222 / -9.5908"
V 0.22 0.77 0.71 2.683
C 1.83 -2.47 6.29 0.000
Si 2.60 -0.86 5.67 0.001
C 1.62 0.64 6.32 0.000
C 4.39 -0.63 6.26 0.001
C 2.68 -0.77 3.77 -0.029
C 3.89 -0.89 3.10 0.018
C 3.98 -0.61 1.74 -0.023
C 2.85 -0.15 1.10 0.055
N 1.66 -0.07 1.68 -0.108
C 1.57 -0.43 2.98 0.086
S -0.03 -0.36 3.68 0.047
H 1.93 -2.53 7.37 0.000
H 2.31 -3.35 5.87 0.000
H 0.77 -2.52 6.05 0.000
H 1.81 0.76 7.38 0.000
H 0.55 0.50 6.20 -0.001
H 1.89 1.56 5.82 0.000
H 4.39 -0.39 7.32 0.000
H 4.89 0.18 5.74 0.000
H 4.98 -1.53 6.13 0.000
H 4.78 -1.20 3.64 0.001
H 4.91 -0.71 1.21 -0.001
H 2.90 0.18 0.07 0.008
C 0.05 3.33 3.62 0.035
P 0.71 2.67 2.04 0.070
C 2.50 2.77 2.44 0.001
C 0.43 4.07 0.90 -0.051
C 1.21 5.22 0.91 -0.005
C 1.01 6.21 -0.04 0.001
C 0.02 6.06 -0.99 0.001
C -0.78 4.93 -0.99 0.009
C -0.58 3.92 -0.06 -0.023
P -1.50 2.33 -0.05 0.060
C -2.70 2.59 -1.42 0.033
C -2.73 2.56 1.31 0.021
H 0.64 4.20 3.92 -0.001
H 0.13 2.56 4.39 -0.001
H -1.00 3.62 3.51 0.000
H 2.76 3.73 2.88 -0.001
H 3.11 2.61 1.54 -0.002
H 2.73 1.98 3.16 0.002
H 1.98 5.35 1.65 0.000
H 1.64 7.09 -0.04 0.000
H -0.14 6.83 -1.73 0.000
H -1.55 4.84 -1.74 0.001
H -2.22 2.60 -2.39 -0.001
H -3.22 3.53 -1.24 0.000
H -3.44 1.78 -1.39 -0.002
H -3.15 3.57 1.29 -0.002
H -2.27 2.35 2.28 0.001
H -3.51 1.82 1.15 0.001
O 0.76 -0.83 -0.77 0.052
P 1.26 -1.59 -1.93 0.002
C 1.07 -0.71 -3.55 -0.004
P -0.26 0.53 -3.28 0.033
O 0.12 1.47 -2.21 0.009
C -0.50 1.37 -4.88 0.000
C 0.61 1.99 -5.44 0.001
C 0.50 2.64 -6.66 0.000
C -0.72 2.68 -7.31 0.000
C -1.84 2.10 -6.74 0.000
C -1.73 1.45 -5.52 0.000
C -1.70 -0.56 -3.07 -0.021
C -2.45 -0.64 -1.91 0.007
C -3.56 -1.47 -1.87 0.008
C -3.93 -2.21 -2.98 0.000
C -3.16 -2.16 -4.13 0.000
C -2.04 -1.35 -4.18 0.000
C 0.40 -3.17 -2.04 0.004
C 0.61 -4.11 -3.05 0.001
C -0.08 -5.31 -3.01 0.000
C -0.97 -5.57 -1.97 0.000
C -1.18 -4.63 -0.98 0.002
C -0.49 -3.43 -1.00 -0.024
C 3.06 -1.88 -1.88 0.002
C 3.88 -0.76 -2.07 -0.002
C 5.25 -0.90 -2.07 0.000
C 5.82 -2.15 -1.89 0.000
C 5.01 -3.26 -1.68 0.000
C 3.63 -3.12 -1.67 0.002
H 0.83 -1.42 -4.34 0.000
H 1.98 -0.17 -3.81 0.001
H 1.56 1.97 -4.92 0.000
H 1.37 3.11 -7.11 0.000
H -0.81 3.18 -8.27 0.000
H -2.79 2.13 -7.24 0.000
H -2.60 1.00 -5.06 0.000
H -2.16 -0.07 -1.03 0.011
H -4.15 -1.52 -0.96 0.000
H -4.81 -2.84 -2.94 0.000
H -3.44 -2.75 -4.99 0.000
H -1.45 -1.31 -5.08 0.000
H 1.31 -3.90 -3.84 0.000
H 0.08 -6.04 -3.78 0.000
H -1.48 -6.52 -1.94 0.000
H -1.87 -4.83 -0.17 0.000
H -0.63 -2.69 -0.23 0.019
H 3.43 0.22 -2.22 0.000
H 5.88 -0.04 -2.23 0.000
H 6.89 -2.27 -1.92 0.000
H 5.46 -4.23 -1.53 0.000
H 2.99 -3.99 -1.51 0.000
C -4.46 -0.71 3.75 0.001
As -4.43 -1.02 1.81 0.005
C -4.12 -2.96 1.94 0.000
C -6.39 -1.12 1.55 0.000
S -1.20 -0.48 2.01 0.004
H -5.14 -1.42 4.23 0.000
H -4.80 0.30 3.99 0.000
H -3.46 -0.85 4.16 0.000
H -4.77 -3.40 2.69 0.000
H -3.08 -3.13 2.23 0.001
H -4.29 -3.45 0.99 0.000
H -6.86 -1.75 2.30 0.000
H -6.62 -1.53 0.56 0.000
H -6.81 -0.12 1.60 0.000



88
Properties=species:S:1:pos:R:3:mulliken_spin:R:1 method="wB97M-V/def2-TZVPD" homo_lumo_gap_ev="6.81 / 5.84" lumo_ev="-6.336 / -7.800" fmax_ha_per_bohr=0.092 total_charge=+2 multiplicity=3 homo_energy_ev="-13.1505 / -13.6352"
P 1.66 1.10 -1.75 0.333
C 3.39 1.30 -2.05 0.100
C 3.97 0.72 -3.20 0.053
H 3.36 0.04 -3.81 0.005
C 5.28 1.04 -3.51 -0.017
H 5.72 0.62 -4.42 0.001
C 6.00 1.90 -2.68 0.052
H 7.02 2.16 -2.94 0.002
C 5.45 2.43 -1.50 -0.019
H 6.02 3.09 -0.85 0.000
C 4.14 2.11 -1.16 0.052
H 3.66 2.45 -0.23 0.003
C 0.99 -0.27 -2.71 0.081
C 1.51 -1.57 -2.50 0.054
H 2.41 -1.71 -1.90 0.006
C 0.86 -2.67 -3.07 -0.025
H 1.26 -3.67 -2.90 0.001
C -0.28 -2.49 -3.86 0.046
H -0.77 -3.34 -4.30 0.001
C -0.77 -1.20 -4.09 -0.018
H -1.64 -1.05 -4.74 0.000
C -0.16 -0.09 -3.50 0.045
H -0.56 0.91 -3.66 0.003
C 0.71 2.60 -2.08 0.024
C 0.85 3.15 -3.37 0.031
H 1.58 2.72 -4.06 0.002
C 0.06 4.24 -3.75 0.005
H 0.18 4.65 -4.76 0.001
C -0.84 4.79 -2.84 -0.001
H -1.45 5.64 -3.15 0.000
C -0.95 4.28 -1.55 0.003
H -1.62 4.75 -0.83 0.000
C -0.16 3.20 -1.14 0.042
H -0.17 2.84 -0.11 -0.017
Mo 0.54 -0.70 2.11 1.098
C -1.27 -1.66 1.68 0.074
C -2.06 -1.38 0.60 -0.039
H -1.66 -2.32 2.47 -0.022
C -1.55 -0.33 -0.34 -0.066
O -2.66 0.62 -0.69 -0.001
H -2.27 1.38 -1.17 -0.001
C -0.47 0.25 0.51 0.042
H -1.21 -0.81 -1.30 0.012
C 0.84 0.63 0.71 0.019
Cl -0.27 -0.69 4.25 0.037
Cl 2.64 0.29 2.89 0.065
P 1.67 -2.64 1.88 -0.071
C 2.38 -2.94 3.54 0.009
H 1.59 -3.05 4.28 0.000
H 3.02 -2.09 3.83 0.000
H 2.97 -3.85 3.44 -0.001
C 0.72 -4.13 1.56 0.017
H 0.27 -4.06 0.56 -0.003
H -0.07 -4.25 2.31 0.000
H 1.43 -4.96 1.61 -0.001
C 3.07 -2.68 0.77 0.007
H 3.63 -1.74 0.83 -0.002
H 2.71 -2.84 -0.25 0.001
H 3.69 -3.52 1.10 -0.001
P -3.64 -2.24 0.31 -0.001
C -3.99 -3.25 1.73 -0.002
C -3.38 -3.21 -1.16 0.010
H -4.08 -2.64 2.63 0.001
H -3.20 -4.01 1.87 0.001
H -4.94 -3.76 1.52 0.000
H -2.94 -2.59 -1.96 -0.005
H -4.35 -3.60 -1.48 0.001
H -2.69 -4.04 -0.93 0.000
C -4.93 -1.03 0.06 0.005
H -5.25 -0.61 1.01 0.000
H -5.77 -1.54 -0.43 0.000
H -4.52 -0.23 -0.58 0.000
H 1.17 1.69 0.58 -0.034
C -3.15 1.33 2.74 -0.001
C -2.22 2.41 2.26 0.013
O -0.90 2.32 2.79 0.004
C -0.89 2.66 4.18 -0.002
C 0.51 2.66 4.73 -0.003
H -2.64 0.37 2.86 0.005
H -3.97 1.21 2.03 -0.001
H -3.59 1.61 3.71 0.000
H -2.11 2.34 1.17 -0.011
H -2.65 3.40 2.49 0.001
H -1.35 3.66 4.31 0.000
H -1.51 1.92 4.72 0.000
H 1.22 3.16 4.06 0.000
H 0.51 3.17 5.69 0.000
H 0.85 1.63 4.88 0.001



16
Properties=species:S:1:pos:R:3:mulliken_charge:R:1 method="wB97M-V/def2-TZVPD" homo_lumo_gap_ev=8.12 lumo_ev=0.605 fmax_ha_per_bohr=0.124 relative_energy_ev=6.8473 homo_energy_ev=-7.5152
C 1.46 -1.61 1.75 -0.584
C -0.05 -1.29 -0.20 -0.165
C -0.52 0.10 -0.24 0.294
C -1.40 0.63 -1.47 -0.434
C 0.15 1.33 0.38 -0.034
H 1.95 -0.54 1.43 0.237
H 2.37 -2.66 1.42 0.247
H 1.13 -1.35 2.86 0.249
H -0.28 -1.90 -1.22 0.201
H -1.25 0.22 -2.42 0.328
H -2.58 0.72 -1.22 0.178
H -1.37 2.83 -1.55 0.285
H 0.58 1.19 1.47 0.281
N -0.74 1.96 -1.41 -0.138
N 0.03 2.35 -0.38 -0.628
O 0.52 -1.96 0.79 -0.316



24
Properties=species:S:1:pos:R:3:mulliken_charge:R:1 method="wB97M-V/def2-TZVPD" homo_lumo_gap_ev=4.92 lumo_ev=-1.882 fmax_ha_per_bohr=0.032 homo_energy_ev=-6.8003
O 0.17 -2.65 0.53 -0.448
C 0.65 -1.64 0.93 0.313
O 1.93 -1.55 1.35 -0.440
C -0.19 -0.40 1.10 0.693
C -0.57 -0.08 2.40 -0.453
C -1.41 0.98 2.65 -0.591
N -1.84 1.70 1.60 0.032
C -1.48 1.44 0.34 -0.893
C -0.63 0.38 0.01 0.765
C -0.34 0.18 -1.41 -0.681
P 1.35 -0.10 -1.91 1.003
O 1.66 0.48 -3.23 -0.745
O 2.25 0.54 -0.74 -0.508
O 1.62 -1.66 -1.87 -0.482
H 2.21 -0.62 1.35 0.376
H -0.23 -0.66 3.25 0.490
H -1.75 1.25 3.63 0.410
H -2.46 2.48 1.77 0.273
H -1.89 2.07 -0.43 0.461
H -1.08 -0.69 -1.86 -0.160
H -0.62 1.09 -1.93 0.578
H 3.02 0.91 -1.18 0.307
H 1.63 -1.96 -2.80 0.359
I -1.98 -1.53 -3.56 -0.660



32
Properties=species:S:1:pos:R:3:mulliken_charge:R:1 method="wB97M-V/def2-TZVPD" smiles="C=[N+](C)CCC[C@@](C)(N)CC" homo_lumo_gap_ev=10.86 lumo_ev=-2.766 fmax_ha_per_bohr=0.073 relative_energy_ev=1.0027 total_charge=+1 homo_energy_ev=-13.6279
C 1.14 -1.78 -0.05 -0.802
C -0.10 -1.15 -0.74 -0.983
C 2.35 -0.93 -0.26 -0.783
C -1.11 -0.32 0.05 0.882
C -1.54 -1.04 1.35 -1.574
C -3.26 1.12 -0.41 -1.468
C 1.48 0.91 1.11 -0.700
C 2.95 1.43 -0.59 -1.037
C -2.26 0.03 -0.85 -0.807
N -0.41 0.94 0.46 -0.349
N 2.38 0.40 0.31 0.208
H 0.89 -1.95 1.00 0.313
H 1.53 -2.66 -0.47 0.367
H 0.22 -0.52 -1.57 0.475
H -0.79 -1.94 -1.14 0.473
H 3.20 -1.48 0.13 0.389
H 2.57 -0.85 -1.40 0.348
H -2.40 -0.61 1.80 0.404
H -0.75 -1.26 2.05 0.411
H -1.87 -2.09 0.98 0.353
H -3.56 1.06 0.63 0.345
H -4.16 1.10 -0.96 0.427
H -2.80 2.10 -0.48 0.374
H -1.13 1.48 0.95 0.363
H 1.40 0.41 2.07 0.400
H 1.66 1.88 1.46 0.480
H 3.98 1.39 -0.57 0.366
H 2.46 1.32 -1.53 0.397
H 2.73 2.38 -0.12 0.373
H -1.89 0.25 -1.84 0.451
H -2.77 -0.91 -0.97 0.467
H -0.13 1.31 -0.41 0.434



9
Properties=species:S:1:pos:R:3:mulliken_charge:R:1 method="wB97M-V/def2-TZVPD" homo_lumo_gap_ev=7.23 lumo_ev=4.812 fmax_ha_per_bohr=0.034 relative_energy_ev=0.5101 total_charge=-1 homo_energy_ev=-2.4202
O 0.14 1.97 -1.00 -1.115
H -0.70 1.70 -1.38 0.137
C -0.07 -0.37 0.91 -0.637
N 0.19 -1.11 -0.35 -0.737
H -0.35 0.66 0.64 0.295
H -0.56 -1.11 1.53 0.276
H 0.89 -0.23 1.44 0.204
H 0.99 -0.66 -0.79 0.317
H -0.53 -0.84 -0.99 0.261